Entry 1:
This record from the OMol25 dataset describes a cluster of 2 separate species, C3H7O2S in total in a non-equilibrium geometry. The level of theory is ωB97M-V/def2-TZVPD.

```
13
Properties=species:S:1:pos:R:3:forces:R:3
O -0.741 -1.641 0.781 0.747 -0.749 -0.494
C 0.431 -1.989 0.480 0.024 0.903 0.363
O 1.352 -1.286 -0.034 -0.532 -0.908 0.282
H 0.734 -3.031 0.780 -0.106 -0.009 -0.170
C -0.069 1.110 1.181 -1.398 -0.152 -0.320
S -0.316 2.061 -0.385 0.838 -1.005 -0.369
C -0.255 0.686 -1.626 -0.856 0.506 0.123
H 0.821 0.435 1.238 -0.812 0.849 -0.359
H -1.024 0.526 1.300 1.354 0.330 0.070
H -0.088 1.922 1.903 0.313 -0.007 0.379
H -0.240 1.085 -2.644 0.067 0.298 0.187
H 0.567 0.008 -1.464 0.357 0.055 0.292
H -1.174 0.114 -1.510 0.006 -0.111 0.015
```
Positions in Å, forces in eV/Å.

The largest force on an atom is 1.442 eV Å⁻¹. For the LUMO energy, the calculation gives 3.5 eV. The total energy comes out at -18155.88519 eV. As for the charge: -1. As for the energy above the lowest of the compared OMol25 structures with the same formula, charge and spin: 0.7294 eV.

Results of the Löwdin charge analysis, in e, for atoms 1 through 5: atom 1 (O): -0.152, atom 2 (C): -0.624, atom 3 (O): -0.175, atom 4 (H): 0.085, atom 5 (C): -0.437



Entry 2:
This record from the OMol25 dataset describes the ion C4H8NO2 with charge +1 in a non-equilibrium geometry. The level of theory is ωB97M-V/def2-TZVPD.

```
15
Properties=species:S:1:pos:R:3:forces:R:3
C 2.123 -0.790 -0.216 -4.355 0.153 1.553
C 0.937 0.249 0.052 1.050 -4.120 -0.790
C -1.474 1.323 0.122 -0.621 -2.086 0.223
C -1.074 -1.257 -0.080 -0.213 -1.369 0.076
N -0.590 0.063 0.052 1.344 2.494 -0.771
O 3.227 -0.356 -0.118 0.997 0.874 -0.347
O 1.390 1.423 0.121 0.106 2.640 0.400
H 1.805 -1.834 -0.158 0.481 -0.181 -0.533
H -0.817 2.170 0.034 0.093 0.273 0.424
H -2.116 1.252 1.073 1.232 0.215 -1.168
H -2.202 1.339 -0.726 0.656 -0.378 0.459
H -0.304 -2.063 -0.101 -0.153 1.085 0.237
H -1.648 -1.450 -1.033 -0.074 0.653 1.130
H -1.639 -1.373 0.874 -0.446 -0.456 -0.805
H 2.385 1.305 0.103 -0.096 0.201 -0.088
```
Positions in Å, forces in eV/Å.

The largest force on an atom is 4.627 eV Å⁻¹. As for the spin multiplicity: 3. For the LUMO energy (spin up / spin down), the calculation gives -3.1 / -8.3 eV. The expectation value of S² is 2.01. The total energy comes out at -9850.89134 eV. As for the charge: +1. As for the energy above the lowest of the compared OMol25 structures with the same formula, charge and spin: 0.9230 eV.

Results of the Löwdin charge analysis, in e, for atoms 1 through 5: atom 1 (C): -0.176, atom 2 (C): -0.189, atom 3 (C): 0.070, atom 4 (C): -0.010, atom 5 (N): 0.012



Entry 3:
This record from the OMol25 dataset describes a cluster of 2 separate species, C7H10N2 in total in a non-equilibrium geometry. The level of theory is ωB97M-V/def2-TZVPD.

```
19
Properties=species:S:1:pos:R:3:forces:R:3
C 0.232 0.312 2.211 -1.581 0.487 -1.662
C -0.791 0.963 1.449 1.421 -2.038 1.363
C 1.015 -0.612 1.551 1.452 -0.120 0.075
C -1.031 0.505 0.179 -0.410 0.628 -1.382
C 0.916 -0.805 0.183 -2.745 1.967 0.427
C -2.193 0.974 -0.692 -0.685 1.614 3.214
C 1.913 -1.304 -0.751 0.454 -0.938 -2.101
N 0.508 0.585 -2.264 -0.084 0.042 -1.710
N -0.234 -0.305 -0.453 2.956 -2.342 0.911
H 0.515 0.436 3.236 -0.561 0.637 0.486
H -1.580 1.546 1.785 -0.747 1.503 1.370
H 1.834 -1.040 2.144 -0.197 -0.028 -0.569
H -1.951 0.953 -1.722 0.318 0.268 -0.913
H -2.980 0.254 -0.494 -0.471 0.018 -0.199
H -2.555 2.020 -0.289 0.591 -1.957 -1.163
H 1.934 -0.473 -1.586 0.632 -1.579 1.564
H 2.933 -1.647 -0.379 -1.513 0.722 -0.318
H 1.374 -2.161 -1.240 0.938 0.451 0.060
H 0.140 -0.201 -2.869 0.231 0.667 0.548
```
Positions in Å, forces in eV/Å.

The largest force on an atom is 3.879 eV Å⁻¹. As for the spin multiplicity: 3. For the LUMO energy (spin up / spin down), the calculation gives 0.9 / 0.1 eV. The expectation value of S² is 2.01. The total energy comes out at -10396.45983 eV. As for the charge: 0. As for the energy above the lowest of the compared OMol25 structures with the same formula, charge and spin: 0.0000 eV.

Results of the Löwdin charge analysis, in e, for atoms 1 through 5: atom 1 (C): -0.037, atom 2 (C): -0.017, atom 3 (C): -0.060, atom 4 (C): -0.381, atom 5 (C): -0.313



Entry 4:
This record from the OMol25 dataset describes the molecule C10H12O4S in a non-equilibrium geometry. The level of theory is ωB97M-V/def2-TZVPD.

```
27
Properties=species:S:1:pos:R:3:forces:R:3
C 2.122 1.049 -1.231 2.447 -3.447 -1.682
C 1.550 -0.293 -0.736 0.891 2.429 2.860
C 2.367 -0.921 0.427 0.261 2.584 0.207
C 0.174 0.026 -0.149 0.682 -1.115 1.760
C 0.245 0.834 1.140 4.058 0.874 -0.530
C -0.964 0.266 -1.108 -0.034 -0.537 1.760
O -1.914 1.207 -0.527 -0.045 -0.287 -1.654
S -3.277 0.554 0.012 -1.051 1.246 4.839
O -3.604 1.391 1.167 0.684 -1.247 -1.821
O -4.295 0.258 -0.903 -0.622 0.113 -2.062
C -2.496 -0.947 0.438 1.363 1.559 -1.095
C -1.573 -1.221 1.365 -1.881 -1.101 1.585
C -0.425 -1.305 0.413 -0.751 -0.931 -1.248
O -0.724 -2.160 -0.633 1.396 -1.773 -0.673
C -1.563 -1.116 -0.778 -0.917 0.750 0.703
H 2.325 1.571 -0.410 1.406 2.384 3.289
H 1.355 1.531 -1.642 -3.069 2.194 -2.241
H 2.996 1.106 -1.950 -0.970 -0.660 0.958
H 1.568 -0.918 -1.530 -0.694 -2.383 -2.402
H 2.881 -0.035 1.036 -1.204 -2.224 -0.909
H 3.112 -1.496 -0.030 1.468 -0.837 -0.356
H 1.745 -1.613 1.003 0.250 0.385 0.303
H 0.792 1.801 0.966 0.065 -0.950 0.323
H 0.695 0.269 2.031 -0.777 0.839 -1.509
H -0.666 1.214 1.314 -3.516 0.858 1.335
H -0.647 0.410 -2.093 -0.279 0.913 -1.665
H -1.780 -1.464 2.407 0.839 0.363 -0.075
```
Positions in Å, forces in eV/Å.

The largest force on an atom is 5.106 eV Å⁻¹. For the LUMO energy, the calculation gives -0.8 eV. The total energy comes out at -29580.83879 eV. As for the charge: 0. Its SMILES is CC(C)[C@@]1(C)[C@@H]2OS(=O)(=O)C3=C[C@]14O[C@]324. As for the energy above the lowest of the compared OMol25 structures with the same formula, charge and spin: 7.3770 eV.

Results of the Löwdin charge analysis, in e, for atoms 1 through 5: atom 1 (C): -0.030, atom 2 (C): -0.308, atom 3 (C): -0.035, atom 4 (C): -0.350, atom 5 (C): 0.007



Entry 5:
This record from the OMol25 dataset describes a cluster of 2 separate species, C5H13N2O in total in a non-equilibrium geometry. The level of theory is ωB97M-V/def2-TZVPD.

```
21
Properties=species:S:1:pos:R:3:forces:R:3
C 1.689 -1.083 1.367 -0.999 0.497 2.088
C 1.355 -1.256 0.104 3.513 -0.725 0.298
C 0.380 1.086 -1.012 1.226 0.495 -1.336
C -1.418 0.316 0.658 -0.471 0.408 1.044
C -0.704 0.152 -0.650 -1.752 -0.252 -1.617
N -1.197 -0.678 -1.573 1.098 0.673 0.787
N 0.861 2.088 -0.042 -2.511 1.965 -0.301
O -2.432 -0.649 0.826 0.684 -0.297 0.159
H 2.649 -0.663 1.607 0.446 -0.191 0.060
H 1.044 -1.211 2.311 0.663 0.065 -1.797
H 2.218 -1.223 -0.623 -1.277 0.212 0.550
H 1.313 0.530 -1.162 -0.565 -0.498 -0.311
H 0.155 1.381 -2.075 0.184 0.697 1.113
H -1.963 1.345 0.675 1.310 -1.404 -0.216
H -0.649 0.263 1.505 -1.037 0.345 -1.155
H -1.844 -1.437 -1.367 -0.245 0.567 0.514
H -0.772 -0.780 -2.503 -0.009 0.423 0.631
H 0.463 -1.653 -0.229 -1.455 -1.002 -0.412
H 0.576 1.737 0.872 0.533 0.331 0.019
H 0.353 3.052 -0.124 1.111 -2.341 -0.006
H -2.078 -1.318 1.433 -0.449 0.032 -0.112
```
Positions in Å, forces in eV/Å.

The largest force on an atom is 3.599 eV Å⁻¹. For the LUMO energy, the calculation gives -4.9 eV. The total energy comes out at -10414.27876 eV. As for the charge: +1. As for the energy above the lowest of the compared OMol25 structures with the same formula, charge and spin: 3.9171 eV.

Results of the Löwdin charge analysis, in e, for atoms 1 through 5: atom 1 (C): -0.031, atom 2 (C): -0.112, atom 3 (C): -0.232, atom 4 (C): -0.183, atom 5 (C): -0.225



Entry 6:
This record from the OMol25 dataset describes a structure of composition C21H34N2O6S3SiSn. The level of theory is ωB97M-V/def2-TZVPD.

```
68
Properties=species:S:1:pos:R:3:forces:R:3
Sn 0.048 1.056 -0.048 0.131 0.030 -0.012
C 0.733 -1.861 3.633 -0.009 -0.012 0.005
C 0.922 -0.982 2.411 0.064 0.001 -0.020
S -0.505 -0.010 2.069 -0.053 -0.007 -0.065
C 2.063 -0.980 1.707 -0.031 0.018 0.022
C 3.224 -1.880 2.048 -0.008 -0.008 0.006
S 2.361 0.015 0.280 -0.005 -0.037 0.009
H -0.249 -1.688 4.072 0.004 0.002 0.004
H 1.484 -1.651 4.400 -0.003 -0.001 -0.002
H 0.793 -2.924 3.385 -0.001 -0.015 -0.019
H 3.132 -2.315 3.044 -0.006 -0.009 -0.008
H 4.163 -1.323 2.001 0.000 0.006 0.006
H 3.304 -2.698 1.324 0.006 0.005 -0.006
C 0.573 3.063 0.539 0.058 -0.032 0.080
H -0.261 3.523 1.063 0.014 -0.037 0.008
H 0.840 3.690 -0.309 -0.045 0.035 -0.007
H 1.430 2.963 1.206 0.020 0.009 -0.010
O -3.831 -5.540 -0.991 -0.009 0.007 0.002
S -2.594 -5.105 -1.604 0.015 -0.028 -0.009
O -2.337 -5.646 -2.923 -0.007 0.009 0.003
N -2.393 -3.520 -1.543 -0.023 0.016 -0.025
C -1.350 -3.163 -0.764 0.218 -0.057 0.074
O -0.926 -2.033 -0.548 -0.280 0.015 0.070
C -0.643 -4.360 -0.158 -0.018 0.009 0.013
C 0.470 -4.346 0.662 0.005 0.000 0.017
C 0.965 -5.567 1.105 0.002 -0.005 0.001
C 0.355 -6.764 0.728 0.003 0.005 0.001
C -0.759 -6.767 -0.105 0.003 -0.001 -0.011
C -1.234 -5.543 -0.534 -0.020 0.016 -0.003
H 0.916 -3.396 0.931 0.019 0.034 0.029
H 1.835 -5.594 1.752 0.000 0.003 -0.004
H 0.759 -7.704 1.088 -0.001 0.000 -0.002
H -1.234 -7.691 -0.408 0.001 0.000 0.002
C 0.099 -1.285 -3.063 0.055 -0.017 -0.037
Si -0.093 0.528 -2.633 -0.076 -0.094 -0.035
C 1.461 1.394 -3.427 -0.003 -0.003 0.002
C 1.263 1.616 -4.932 -0.018 -0.018 0.019
C 1.787 2.742 -2.784 -0.016 0.030 -0.003
C 2.687 0.483 -3.269 -0.025 0.012 0.026
C -1.770 1.097 -3.368 -0.026 0.001 0.058
C -1.942 2.616 -3.300 -0.042 -0.023 0.008
C -2.866 0.423 -2.526 0.013 -0.032 0.012
C -1.967 0.624 -4.817 0.021 -0.013 0.018
H 0.370 -1.376 -4.121 0.031 0.020 -0.018
H -0.825 -1.833 -2.886 0.033 0.049 -0.078
H 0.880 -1.751 -2.460 -0.010 0.007 0.002
H 0.488 2.353 -5.146 -0.027 0.015 0.004
H 1.004 0.689 -5.451 -0.018 -0.009 -0.006
H 2.202 1.985 -5.367 -0.003 0.005 0.001
H 0.937 3.429 -2.817 -0.001 0.010 0.034
H 2.624 3.214 -3.316 -0.006 0.005 -0.006
H 2.087 2.628 -1.742 0.006 -0.016 -0.019
H 2.571 -0.443 -3.835 0.002 -0.017 0.018
H 2.878 0.218 -2.228 0.010 -0.009 -0.052
H 3.573 1.003 -3.657 0.004 0.003 -0.003
H -1.873 2.987 -2.276 0.024 0.023 0.033
H -2.935 2.893 -3.676 0.000 -0.008 -0.006
H -1.203 3.139 -3.914 0.019 0.014 -0.008
H -2.801 0.681 -1.470 -0.010 0.022 -0.018
H -2.826 -0.666 -2.601 0.005 -0.004 0.015
H -3.849 0.750 -2.891 -0.002 -0.003 -0.016
H -1.336 1.156 -5.528 0.038 0.004 -0.006
H -3.010 0.804 -5.106 0.003 0.009 -0.003
H -1.783 -0.447 -4.924 -0.006 0.006 0.006
O -3.700 2.964 1.391 0.017 -0.006 0.002
N -2.788 2.795 0.584 -0.064 0.002 -0.066
O -2.371 3.712 -0.136 0.011 -0.013 -0.025
O -2.268 1.631 0.481 0.015 0.078 0.002
```
Positions in Å, forces in eV/Å.

The largest force on an atom is 0.290 eV Å⁻¹. For the LUMO energy, the calculation gives 4.4 eV. The total energy comes out at -83809.56455 eV. As for the charge: -2. As for the energy above the lowest of the compared OMol25 structures with the same formula, charge and spin: 0.0000 eV.

Results of the Löwdin charge analysis, in e, for atoms 1 through 5: atom 1 (Sn): 0.768, atom 2 (C): -0.151, atom 3 (C): -0.766, atom 4 (S): 0.632, atom 5 (C): -0.794



Entry 7:
This record from the OMol25 dataset describes the molecule CH3ClN2O2 in a non-equilibrium geometry. The level of theory is ωB97M-V/def2-TZVPD.

```
9
Properties=species:S:1:pos:R:3:forces:R:3
C -0.780 -0.536 -0.437 -0.653 1.264 1.839
N 1.068 0.338 0.714 -3.620 -1.490 -2.832
N 0.245 0.437 -0.440 1.641 -0.097 2.261
O 2.003 1.035 0.968 1.626 1.107 0.574
O 0.390 1.259 -1.331 0.292 1.078 -0.610
Cl -2.163 -0.084 0.802 0.812 -0.237 -1.320
H -1.075 -0.535 -1.453 -0.996 -0.680 -0.674
H -0.379 -1.396 0.034 -0.152 -1.309 -0.322
H 0.690 -0.519 1.144 1.051 0.363 1.084
```
Positions in Å, forces in eV/Å.

The largest force on an atom is 4.832 eV Å⁻¹. For the LUMO energy (spin up / spin down), the calculation gives -0.1 / -0.6 eV. The total energy comes out at -20677.73462 eV. As for the charge: 0. As for the energy above the lowest of the compared OMol25 structures with the same formula, charge and spin: 3.2300 eV.

Results of the Löwdin charge analysis, in e, for atoms 1 through 5: atom 1 (C): -0.392, atom 2 (N): -0.122, atom 3 (N): -0.336, atom 4 (O): 0.047, atom 5 (O): 0.032



> The highest total energy belongs to which entry?

C4H8NO2



Copy entry 2 word for word.
This record from the OMol25 dataset describes the ion C4H8NO2 with charge +1 in a non-equilibrium geometry. The level of theory is ωB97M-V/def2-TZVPD.

```
15
Properties=species:S:1:pos:R:3:forces:R:3
C 2.123 -0.790 -0.216 -4.355 0.153 1.553
C 0.937 0.249 0.052 1.050 -4.120 -0.790
C -1.474 1.323 0.122 -0.621 -2.086 0.223
C -1.074 -1.257 -0.080 -0.213 -1.369 0.076
N -0.590 0.063 0.052 1.344 2.494 -0.771
O 3.227 -0.356 -0.118 0.997 0.874 -0.347
O 1.390 1.423 0.121 0.106 2.640 0.400
H 1.805 -1.834 -0.158 0.481 -0.181 -0.533
H -0.817 2.170 0.034 0.093 0.273 0.424
H -2.116 1.252 1.073 1.232 0.215 -1.168
H -2.202 1.339 -0.726 0.656 -0.378 0.459
H -0.304 -2.063 -0.101 -0.153 1.085 0.237
H -1.648 -1.450 -1.033 -0.074 0.653 1.130
H -1.639 -1.373 0.874 -0.446 -0.456 -0.805
H 2.385 1.305 0.103 -0.096 0.201 -0.088
```
Positions in Å, forces in eV/Å.

The largest force on an atom is 4.627 eV Å⁻¹. As for the spin multiplicity: 3. For the LUMO energy (spin up / spin down), the calculation gives -3.1 / -8.3 eV. The expectation value of S² is 2.01. The total energy comes out at -9850.89134 eV. As for the charge: +1. As for the energy above the lowest of the compared OMol25 structures with the same formula, charge and spin: 0.9230 eV.

Results of the Löwdin charge analysis, in e, for atoms 1 through 5: atom 1 (C): -0.176, atom 2 (C): -0.189, atom 3 (C): 0.070, atom 4 (C): -0.010, atom 5 (N): 0.012